[1]
DFT (the ωB97M-V functional and the def2-TZVPD basis) results for a structure of composition C8H7NO4Sr.

```
21
Properties=species:S:1:pos:R:3:lowdin_charge:R:1
Sr 0.11869 -0.42246 -0.39304 1.119
C 0.09967 -0.51945 1.89226 -0.095
O 0.01468 -0.32624 3.02687 0.201
C 0.88710 -2.78583 0.29089 -0.008
O 1.23245 -3.84447 0.60546 0.194
C 2.28874 -0.15645 -0.15297 -0.101
O 3.36593 0.20708 -0.11479 0.235
C -1.79402 -1.51369 -0.23353 -0.094
O -2.87494 -1.86636 -0.23801 0.235
C 0.22038 -0.60677 -2.62439 -0.252
H -0.86662 -0.31010 -2.74874 0.131
H 0.91731 0.28229 -2.71368 0.130
C 0.60346 -1.77395 -2.38117 -0.200
H 1.68927 -2.08270 -2.28274 0.131
H -0.08506 -2.67232 -2.31751 0.131
C -1.09386 3.39333 2.02481 -0.008
C -0.73849 2.51952 0.98856 -0.135
N -0.41760 1.65355 0.23677 -0.005
H -0.35347 3.39623 2.81508 0.117
H -1.88201 2.98270 2.65080 0.120
H -1.33161 4.44609 1.66907 0.153
```

Its charge is +2. The largest force on an atom is 8.82 eV Å⁻¹. Its gap between HOMO and LUMO is 10.3 eV. The calculation puts the calculated total energy at -694.67226 Eh.

[2]
DFT (the ωB97M-V functional and the def2-TZVPD basis) results for a cluster of 2 separate species, C4H8O2 in total.

```
14
Properties=species:S:1:pos:R:3:nbo_charge:R:1
C -1.86042 -0.16618 0.37976 -0.644
C -0.56041 -0.71210 -0.14523 0.352
O -0.04988 0.13013 -1.24108 -0.489
C 1.21064 0.42908 -1.09690 0.251
C 1.62824 -0.29811 0.16100 -0.243
O 0.42770 -0.67563 0.82434 -0.521
H -2.18643 -0.77864 1.22502 0.230
H -2.63198 -0.18525 -0.39403 0.225
H -1.71344 0.86138 0.72537 0.225
H -0.66359 -1.70827 -0.59821 0.153
H 1.17704 2.07569 -0.55984 0.042
H 0.85062 2.15905 0.12465 -0.003
H 2.25561 0.27142 0.85220 0.222
H 2.19287 -1.17271 -0.19681 0.202
```

The calculation puts the energy above the lowest of the compared OMol25 structures with the same formula, charge and spin at 435.2 kJ/mol. Its charge is 0. The largest force on an atom is 0.62 eV Å⁻¹. Its gap between HOMO and LUMO is 9.7 eV. The calculation puts the calculated total energy at -307.54667 Eh.

[3]
DFT (the ωB97M-V functional and the def2-TZVPD basis) results for a structure of composition C24H49InO6PS.

```
82
Properties=species:S:1:pos:R:3:lowdin_charge:R:1
C 1.15169 -1.05211 2.01945 -0.179
C 1.49466 -0.18860 0.82154 -0.284
In 0.03875 1.46610 0.13332 0.261
S 0.84479 3.65168 1.14853 0.061
C 0.02557 1.70765 -2.15416 -0.292
C -1.20008 0.81905 -2.78575 -0.195
C -2.76105 1.05579 -2.33861 -0.084
C -4.06340 0.20729 -2.86088 -0.086
C -3.78677 -0.99917 -3.95069 -0.112
C -2.24818 -1.25962 -4.46331 -0.069
C -0.94127 -0.37953 -3.92047 -0.151
C 0.54471 -0.72683 -4.52270 -0.132
P -2.21869 0.86188 1.11351 0.607
C -2.72776 1.98520 2.57168 -0.438
C -2.32062 -0.95422 1.69688 -0.431
H 1.20694 -2.22675 1.93337 0.039
H 0.81904 -0.52973 3.03859 0.057
H 2.49385 -0.35578 0.22154 -0.001
H -0.29339 4.47971 1.16796 -0.272
H 0.01237 2.85262 -2.48701 0.048
H 1.08276 1.29961 -2.51843 0.035
H -2.94923 1.90631 -1.52370 0.055
H -5.13526 0.46096 -2.42926 0.076
H -4.64722 -1.68171 -4.35663 0.060
H -2.08288 -2.14364 -5.24641 0.075
H 1.42671 -0.50239 -3.77790 0.070
H 0.71330 -0.06106 -5.48866 0.074
H 0.60664 -1.85651 -4.83599 0.072
H -1.76765 2.12046 3.24955 0.032
H -3.59632 1.41193 3.14958 0.032
H -3.12075 3.04307 2.18858 0.044
H -1.57702 -1.61384 1.07763 0.029
H -2.04644 -1.00526 2.84888 0.030
H -3.42229 -1.36101 1.59992 0.030
C 5.17277 -2.61701 1.93073 -0.110
O 4.08846 -3.53752 1.87908 -0.205
C 3.80967 -3.97160 0.54407 -0.195
C 4.36960 -5.37339 0.28620 -0.196
O 5.80103 -5.36981 0.29171 -0.199
C 6.33536 -5.88150 1.50869 -0.116
H 5.45955 -2.48558 2.97826 0.088
H 6.04317 -2.98090 1.37834 0.080
H 4.85551 -1.64873 1.53185 0.085
H 4.19467 -3.25228 -0.18989 0.127
H 2.72106 -4.00431 0.44118 0.120
H 4.05656 -5.69833 -0.71062 0.120
H 3.97650 -6.09420 1.01441 0.123
H 6.19666 -6.96636 1.54445 0.083
H 5.87177 -5.41756 2.38280 0.083
H 7.40696 -5.66644 1.52755 0.086
C -4.58987 1.42333 6.13629 -0.118
O -3.86915 0.27287 5.70879 -0.210
C -2.80315 -0.06171 6.60328 -0.190
C -3.18233 -1.23981 7.50512 -0.194
O -4.22084 -0.87876 8.42172 -0.200
C -5.49247 -1.37602 8.01662 -0.115
H -5.49793 1.50178 5.53122 0.089
H -4.88139 1.35443 7.18767 0.080
H -3.98451 2.32041 5.97472 0.088
H -2.50368 0.81006 7.19882 0.126
H -1.94922 -0.35385 5.98506 0.122
H -2.31062 -1.51668 8.10570 0.120
H -3.47219 -2.11439 6.90888 0.125
H -5.53282 -2.45781 8.17639 0.084
H -5.70392 -1.14586 6.96946 0.083
H -6.25721 -0.90321 8.63836 0.086
C -0.17060 3.36066 -5.95726 -0.105
O 0.28893 4.66449 -6.29579 -0.200
C 1.34322 5.10754 -5.43521 -0.190
C 2.70831 4.98338 -6.11794 -0.196
O 3.06406 3.61191 -6.32174 -0.194
C 2.86666 3.19992 -7.67070 -0.115
H -0.82095 3.00786 -6.76312 0.090
H 0.65546 2.65320 -5.84654 0.076
H -0.75310 3.40226 -5.03191 0.085
H 1.32740 4.56126 -4.48354 0.124
H 1.15422 6.16298 -5.21827 0.121
H 3.46965 5.41483 -5.46109 0.120
H 2.72664 5.53807 -7.06471 0.121
H 3.63871 3.64229 -8.30762 0.082
H 1.87583 3.47682 -8.03924 0.082
H 2.96205 2.11175 -7.71222 0.087
```

Its charge is -1. The largest force on an atom is 4.79 eV Å⁻¹. Its gap between HOMO and LUMO is 6.2 eV. The calculation puts the calculated total energy at -2324.41925 Eh.

[4]
DFT (the ωB97M-V functional and the def2-TZVPD basis) results for a cluster of 3 separate species, C5H7F in total.

```
13
Properties=species:S:1:pos:R:3:nbo_charge:R:1
C 1.33118 -0.09551 0.00086 0.427
C 1.80198 1.15832 -0.37250 -0.528
C 0.16250 -0.32930 0.89449 -0.543
C -1.00667 -0.38493 -0.19889 -0.199
C -2.28038 -0.04407 -0.43154 -0.362
H 2.88750 0.83485 -0.66006 0.242
H 1.31198 2.02840 -0.13375 0.227
H 0.21036 -1.40839 1.39337 0.265
H 0.23481 0.55513 1.83389 0.263
H -0.70463 -1.02518 -1.46543 0.203
H -2.79739 -0.47119 -1.32750 0.223
H -3.18556 0.43505 0.79128 0.137
F 2.03432 -1.25318 -0.32421 -0.353
```

The calculation puts the energy above the lowest of the compared OMol25 structures with the same formula, charge and spin at 587.0 kJ/mol. Its charge is 0. The largest force on an atom is 8.22 eV Å⁻¹. Its gap between HOMO and LUMO is 10.2 eV. The calculation puts the calculated total energy at -294.33001 Eh.

[5]
DFT (the ωB97M-V functional and the def2-TZVPD basis) results for a structure of composition H12MnO6.

```
19
Properties=species:S:1:pos:R:3:mulliken_spin:R:1
Mn -7.74855 21.26068 -15.76734 4.953
O -4.98011 21.82770 -14.84882 0.009
H -4.35364 21.45197 -14.23029 0.000
H -4.48417 22.50226 -15.31276 -0.001
O -7.05480 22.69068 -18.25042 0.009
H -6.53165 22.43800 -19.01114 0.000
H -7.71577 23.28756 -18.60126 0.000
O -6.99493 18.88454 -17.61688 0.007
H -6.59408 19.04957 -18.47029 -0.001
H -6.86911 17.94710 -17.46986 -0.001
O -10.63725 21.00650 -16.52362 0.009
H -11.09101 21.33116 -17.30139 -0.001
H -11.33330 20.65298 -15.96975 -0.001
O -7.64272 19.40002 -13.49589 0.009
H -8.45493 19.03550 -13.14421 0.000
H -7.09594 19.55500 -12.72566 0.000
O -8.69044 23.01918 -13.53392 0.009
H -8.12262 23.23804 -12.79506 -0.001
H -9.56501 23.28749 -13.25218 0.000
```

The calculation puts the energy above the lowest of the compared OMol25 structures with the same formula, charge and spin at 421.5 kJ/mol. Its spin multiplicity is 6. As for the expectation value of S²: 8.75. Its charge is +2. The largest force on an atom is 1.41 eV Å⁻¹. Its gap between HOMO and LUMO (alpha / beta) is 9.2 / 9.1 eV. The calculation puts the calculated total energy at -1608.99478 Eh.